1.
Entry from the Open Molecules 2025 dataset: one molecule with the formula C5H9NO in a non-equilibrium geometry (ωB97M-V/def2-TZVPD).

## Properties
* LUMO: 0.74 eV
* E_tot: -325.8235 hartree
* SMILES: CN1C(=O)C1(C)C
* energy relative to the best compared isomer or geometry (same formula, charge and spin): 3.103 eV
* frontier orbital gap: 9.839 eV
* E_HOMO: -9.10 eV

Each line ends with the Löwdin charge.
CARTESIAN COORDINATES (ANGSTROEM)
C: -0.775 2.020 0.209  -0.007
N: -1.161 0.571 0.400  0.044
C: -1.903 -0.476 0.078  -0.478
O: -2.979 -0.902 -0.070  0.133
C: -0.439 -0.712 -0.095  -0.349
C: 0.335 -1.360 1.101  -0.010
C: 0.357 -0.651 -1.349  -0.050
H: -1.506 2.492 -0.475  0.091
H: -0.812 2.634 1.146  0.086
H: 0.244 1.969 -0.052  0.054
H: 1.139 -1.912 0.714  0.041
H: -0.165 -1.976 1.759  0.043
H: 0.811 -0.405 1.616  0.127
H: 1.210 0.006 -1.369  0.070
H: -0.307 -0.311 -2.222  0.111
H: 0.628 -1.671 -1.707  0.094

Force components x, y, z for each atom (eV/Å):
-2.5 -0.8 1.3
1.4 0.8 -0.1
2.3 0.8 -1.0
-2.8 -0.8 -0.1
0.4 0.4 2.9
1.4 4.4 -1.3
-2.1 -0.6 -2.9
0.9 -0.2 -0.1
-0.2 -0.9 -0.5
1.1 0.3 -1.0
1.2 -0.9 -0.5
-1.5 -0.9 1.4
-0.9 -2.2 -0.5
0.5 0.1 0.5
0.8 -0.1 1.2
0.2 0.6 0.6

2.
Entry from the Open Molecules 2025 dataset: one molecule with the formula C5H9NO (ωB97M-V/def2-TZVPD).

## Properties
* LUMO: 0.92 eV
* E_tot: -325.8997 hartree
* SMILES: C[C@H]1CN(C)C1=O
* energy relative to the best compared isomer or geometry (same formula, charge and spin): 1.029 eV
* frontier orbital gap: 10.245 eV
* E_HOMO: -9.33 eV

Each line ends with the Löwdin charge.
CARTESIAN COORDINATES (ANGSTROEM)
C: 1.931 -0.530 0.346  -0.062
C: 1.109 0.599 -0.270  -0.227
C: -0.023 0.060 -1.178  -0.103
N: -0.948 0.331 -0.083  -0.094
C: -2.223 -0.244 0.252  -0.032
C: -0.020 0.950 0.713  -0.455
O: -0.106 1.456 1.806  0.084
H: 1.253 -1.241 0.833  0.091
H: 2.611 -0.151 1.112  0.083
H: 2.510 -1.074 -0.405  0.078
H: 1.720 1.417 -0.661  0.140
H: -0.241 0.645 -2.077  0.115
H: 0.069 -1.000 -1.443  0.119
H: -2.302 -0.283 1.343  0.093
H: -3.064 0.333 -0.148  0.083
H: -2.278 -1.268 -0.140  0.088

Force components x, y, z for each atom (eV/Å):
0.1 0.0 0.0
0.1 0.0 0.0
0.0 -0.1 -0.2
0.0 0.1 0.2
-0.1 0.0 0.0
-0.1 0.0 0.2
0.0 -0.2 -0.3
0.1 0.0 -0.1
-0.1 0.0 -0.1
0.0 0.1 0.0
-0.1 -0.1 0.1
0.1 -0.1 0.1
0.0 0.1 0.1
-0.1 0.1 -0.2
0.1 -0.1 0.0
0.0 0.2 0.1

3.
Entry from the Open Molecules 2025 dataset: a 2-piece molecular cluster, C5H9NO overall (ωB97M-V/def2-TZVPD).

## Properties
* LUMO: 0.86 eV
* E_tot: -325.7922 hartree
* SMILES: C=C1CN2C[C@@H]12.O
* energy relative to the best compared isomer or geometry (same formula, charge and spin): 3.955 eV
* frontier orbital gap: 9.942 eV
* E_HOMO: -9.09 eV

Each line ends with the Löwdin charge.
CARTESIAN COORDINATES (ANGSTROEM)
C: -1.780 0.190 -0.170  0.024
C: -0.461 0.014 -0.146  -0.311
C: 0.551 -0.789 -0.943  -0.113
N: 1.691 -0.037 -0.321  -0.009
C: 1.415 1.370 -0.596  -0.114
C: 0.694 0.707 0.508  -0.209
H: -2.258 0.934 0.462  0.075
H: -2.391 -0.357 -0.882  0.076
H: 0.473 -0.671 -2.026  0.117
H: 0.622 -1.848 -0.681  0.119
H: 0.841 1.620 -1.486  0.117
H: 2.225 2.046 -0.347  0.108
H: 0.871 0.941 1.555  0.137
O: -0.701 -1.732 1.584  -0.068
H: -1.423 -1.204 1.187  0.006
H: -0.370 -1.183 2.303  0.046

Force components x, y, z for each atom (eV/Å):
0.3 0.4 -0.4
-0.3 0.5 -0.5
-0.2 -0.1 -0.3
0.1 -0.2 0.0
0.1 0.3 -0.2
-0.2 0.2 0.3
0.0 -0.2 0.0
0.0 0.0 0.1
0.2 -0.1 0.0
-0.2 0.3 0.1
0.2 0.0 0.1
0.0 -0.1 0.0
-0.1 0.0 -0.2
-0.3 -0.4 0.7
0.5 -0.5 0.5
-0.1 -0.2 0.0

4.
Entry from the Open Molecules 2025 dataset: one molecule with the formula C5H9NO in a non-equilibrium geometry (ωB97M-V/def2-TZVPD).

## Properties
* LUMO: 0.90 eV
* E_tot: -325.8369 hartree
* SMILES: C[C@@H]1C(=O)N[C@@H]1C
* energy relative to the best compared isomer or geometry (same formula, charge and spin): 2.738 eV
* frontier orbital gap: 10.175 eV
* E_HOMO: -9.28 eV

Each line ends with the Löwdin charge.
CARTESIAN COORDINATES (ANGSTROEM)
C: -0.105 -0.241 -1.570  -0.076
C: 0.475 -0.909 -0.309  -0.208
C: -0.847 -1.481 0.167  -0.462
O: -1.468 -2.499 0.072  0.120
N: -1.177 -0.195 0.730  0.029
C: 0.272 0.122 0.826  -0.327
C: 0.755 1.546 0.636  -0.048
H: -0.209 -1.026 -2.354  0.085
H: 0.582 0.506 -1.992  0.060
H: -1.098 0.235 -0.874  0.169
H: 1.393 -1.512 -0.316  0.148
H: -1.876 0.015 1.423  0.139
H: 0.613 -0.283 1.779  0.138
H: 0.436 1.966 -0.320  0.069
H: 1.852 1.559 0.661  0.087
H: 0.401 2.195 1.441  0.077

Force components x, y, z for each atom (eV/Å):
-0.5 0.7 0.4
-0.2 0.0 0.3
-0.7 -0.1 0.9
0.2 0.4 0.1
-0.1 -0.9 1.0
0.1 0.1 0.4
-0.1 0.0 0.0
-0.7 0.7 0.5
-0.3 0.0 0.2
2.3 -0.8 -3.9
-0.4 0.2 -0.3
0.0 -0.3 0.2
0.4 0.1 0.0
0.0 0.0 0.2
-0.2 0.0 0.0
0.0 0.0 -0.1

5.
Entry from the Open Molecules 2025 dataset: one molecule with the formula C5H9NO in a non-equilibrium geometry (ωB97M-V/def2-TZVPD).

## Properties
* LUMO (spin up / spin down): 0.50 / 0.75 eV
* E_tot: -325.7141 hartree
* energy relative to the best compared isomer or geometry (same formula, charge and spin): 6.081 eV
* frontier orbital gap (spin up / spin down): 7.963 / 9.102 eV
* E_HOMO (spin up / spin down): -7.46 / -8.35 eV

Each line ends with the Löwdin charge.
CARTESIAN COORDINATES (ANGSTROEM)
C: 1.689 1.087 0.242  -0.069
C: 0.519 0.405 -0.435  -0.300
C: 0.637 -1.044 -0.956  -0.143
C: -0.695 -1.309 -0.301  -0.018
C: -0.676 -0.091 0.466  -0.430
N: -1.654 0.690 1.008  0.037
O: -2.850 0.065 0.662  -0.048
H: 2.490 1.276 -0.482  0.077
H: 2.102 0.465 1.045  0.079
H: 1.386 2.046 0.673  0.079
H: 0.089 1.039 -1.215  0.141
H: 0.631 -1.110 -2.051  0.109
H: 1.491 -1.629 -0.586  0.112
H: -0.134 -0.501 1.364  0.182
H: -1.512 -1.971 -0.580  0.097
H: -3.512 0.582 1.144  0.097

Force components x, y, z for each atom (eV/Å):
0.1 0.0 0.0
-0.2 0.5 0.3
-0.2 -0.1 -0.3
-0.8 -1.4 -1.4
2.5 -0.6 1.0
-1.7 0.6 -0.1
0.0 0.5 0.4
-0.1 0.0 0.1
-0.1 0.1 -0.1
0.0 -0.1 0.0
0.1 0.0 0.0
0.1 -0.1 0.1
-0.1 0.2 0.0
0.0 0.5 0.1
0.3 0.2 0.1
0.1 -0.1 -0.1

6.
Entry from the Open Molecules 2025 dataset: one molecule with the formula C5H9NO in a non-equilibrium geometry (ωB97M-V/def2-TZVPD).

## Properties
* LUMO: 0.88 eV
* E_tot: -325.9093 hartree
* SMILES: O=CN1CCCC1
* energy relative to the best compared isomer or geometry (same formula, charge and spin): 0.770 eV
* frontier orbital gap: 10.063 eV
* E_HOMO: -9.18 eV

Each line ends with the Löwdin charge.
CARTESIAN COORDINATES (ANGSTROEM)
O: -2.491 0.653 -0.595  0.017
C: -1.637 -0.209 -0.645  -0.343
N: -0.387 -0.097 -0.156  -0.092
C: 0.184 0.987 0.637  -0.155
C: 1.653 0.778 0.448  -0.180
C: 1.782 -0.775 0.522  -0.159
C: 0.565 -1.220 -0.270  -0.155
H: -1.791 -1.211 -1.078  0.135
H: -0.263 1.941 0.355  0.125
H: -0.073 0.900 1.694  0.125
H: 2.353 1.214 1.163  0.111
H: 2.001 1.168 -0.513  0.115
H: 1.871 -1.059 1.563  0.107
H: 2.745 -0.966 0.042  0.108
H: 0.134 -2.192 -0.021  0.117
H: 0.824 -1.284 -1.336  0.122

Force components x, y, z for each atom (eV/Å):
0.0 -0.1 -0.1
0.1 0.5 0.5
0.3 -0.8 0.6
-1.0 0.6 0.2
1.1 -0.3 0.1
0.8 1.5 -0.7
0.1 0.0 -0.9
-0.2 0.1 -0.2
0.3 0.0 -0.4
-0.1 -0.4 0.2
-0.5 0.2 0.3
-0.3 -0.3 -0.2
-0.4 -0.4 0.1
-0.2 -0.7 0.0
-0.1 0.2 0.4
0.2 -0.2 0.2

7.
Entry from the Open Molecules 2025 dataset: one molecule with the formula C5H9NO (ωB97M-V/def2-TZVPD).

## Properties
* LUMO: 0.92 eV
* E_tot: -325.9037 hartree
* SMILES: C[C@@H]1C(=O)N[C@@H]1C
* energy relative to the best compared isomer or geometry (same formula, charge and spin): 0.922 eV
* frontier orbital gap: 10.490 eV
* E_HOMO: -9.57 eV

Each line ends with the Löwdin charge.
CARTESIAN COORDINATES (ANGSTROEM)
C: 0.830 -0.819 -1.240  -0.054
C: 0.843 -0.531 0.265  -0.201
C: -0.210 -1.458 0.898  -0.473
O: -0.312 -2.644 1.081  0.083
N: -1.071 -0.402 1.111  0.119
C: -0.084 0.627 0.756  -0.319
C: -0.547 1.729 -0.173  -0.057
H: 1.015 -1.889 -1.394  0.086
H: 1.595 -0.249 -1.774  0.079
H: -0.148 -0.585 -1.683  0.081
H: 1.862 -0.546 0.666  0.140
H: -2.080 -0.371 1.022  0.147
H: 0.300 1.076 1.681  0.135
H: -1.043 1.335 -1.064  0.071
H: 0.304 2.338 -0.496  0.084
H: -1.255 2.390 0.343  0.079

Force components x, y, z for each atom (eV/Å):
0.0 0.0 0.0
0.1 0.0 0.0
-0.1 -0.3 0.0
0.0 0.4 -0.1
-0.2 -0.1 0.0
0.0 0.2 0.0
0.0 0.0 -0.1
0.0 0.2 0.0
-0.1 0.0 0.1
0.2 -0.1 0.1
-0.3 -0.1 0.0
0.2 -0.1 0.3
0.1 0.0 -0.2
0.1 0.0 0.1
-0.1 -0.1 0.1
0.1 -0.1 -0.1

8.
Entry from the Open Molecules 2025 dataset: one molecule with the formula C5H9NO (ωB97M-V/def2-TZVPD).

## Properties
* LUMO: 0.82 eV
* E_tot: -325.7483 hartree
* energy relative to the best compared isomer or geometry (same formula, charge and spin): 5.149 eV
* frontier orbital gap: 8.303 eV
* E_HOMO: -7.48 eV

Each line ends with the Löwdin charge.
CARTESIAN COORDINATES (ANGSTROEM)
C: -1.632 0.883 1.151  -0.085
C: -0.937 -1.017 -0.076  -0.048
N: -1.055 0.587 -0.169  -0.123
C: 0.129 -0.202 -0.650  -0.355
C: 1.478 -0.004 -0.005  -0.127
C: 2.485 -0.980 -0.578  -0.251
O: 2.285 -1.655 -1.559  0.055
H: -0.879 0.817 1.934  0.085
H: -2.117 1.861 1.126  0.079
H: -2.377 0.113 1.372  0.075
H: -1.648 -1.330 -0.844  0.039
H: -1.537 1.020 -0.954  0.148
H: 0.200 -0.117 -1.741  0.140
H: 1.428 -0.143 1.080  0.119
H: 1.879 1.004 -0.194  0.127
H: 3.463 -1.031 -0.051  0.121

Force components x, y, z for each atom (eV/Å):
0.0 0.3 0.3
0.0 -0.2 -0.7
-0.5 -0.4 0.1
0.3 -0.1 -0.1
-0.1 0.0 0.1
-0.1 -0.2 -0.2
0.1 0.3 0.4
0.0 0.2 -0.1
0.3 0.2 0.1
0.1 0.4 0.0
0.3 -0.4 -0.2
-0.1 -0.3 0.3
0.0 0.3 0.1
0.0 0.0 -0.1
-0.1 -0.1 0.1
-0.2 0.0 -0.1

9.
Entry from the Open Molecules 2025 dataset: one molecule with the formula C5H9NO (ωB97M-V/def2-TZVPD).

## Properties
* LUMO (spin up / spin down): 0.73 / 0.73 eV
* E_tot: -325.7561 hartree
* energy relative to the best compared isomer or geometry (same formula, charge and spin): 4.938 eV
* frontier orbital gap (spin up / spin down): 8.039 / 8.029 eV
* E_HOMO (spin up / spin down): -7.31 / -7.30 eV

Each line ends with the Löwdin charge.
CARTESIAN COORDINATES (ANGSTROEM)
O: -2.426 -1.285 0.705  -0.026
C: -1.395 -0.785 -0.103  -0.373
C: -1.106 0.739 -0.098  -0.060
C: 0.361 0.382 -0.022  -0.286
C: 2.283 0.638 -0.779  -0.039
N: 1.438 1.151 0.164  -0.067
C: 0.078 -1.077 0.291  -0.070
H: -2.235 -1.033 1.618  0.090
H: -1.611 -1.138 -1.115  0.147
H: -1.470 1.229 0.821  0.120
H: -1.467 1.316 -0.957  0.109
H: 1.982 0.656 -1.817  0.045
H: 3.302 0.356 -0.520  0.047
H: 1.513 2.011 0.707  0.142
H: 0.583 -1.871 -0.263  0.103
H: 0.171 -1.287 1.370  0.118

Force components x, y, z for each atom (eV/Å):
0.0 0.1 0.3
0.1 0.0 -0.3
-0.1 0.1 0.0
0.0 0.2 0.1
0.3 -0.1 -0.2
-0.2 0.0 0.1
0.1 -0.2 0.0
-0.1 -0.1 -0.1
0.0 0.1 0.1
0.1 0.0 -0.1
0.1 -0.1 0.1
0.0 0.0 0.1
-0.1 0.1 0.0
0.0 -0.1 -0.1
-0.1 0.1 0.1
0.0 0.1 -0.1

10.
Entry from the Open Molecules 2025 dataset: C5H9NO as an isolated structure (ωB97M-V/def2-TZVPD).

## Properties
* LUMO: -0.25 eV
* E_tot: -325.7072 hartree
* energy relative to the best compared isomer or geometry (same formula, charge and spin): 6.268 eV
* frontier orbital gap: 7.623 eV
* E_HOMO: -7.88 eV

Each line ends with the Löwdin charge.
CARTESIAN COORDINATES (ANGSTROEM)
C: -1.125 -0.838 -0.480  -0.035
C: -1.507 0.910 0.912  -0.089
C: 1.239 -0.600 -0.651  -0.392
C: 0.389 1.254 0.379  -0.165
C: 2.280 -1.395 -0.884  0.064
O: -0.018 -1.438 -0.278  -0.011
N: 0.984 0.695 -0.698  -0.017
H: -1.194 -0.124 -1.295  0.115
H: -2.001 -1.342 -0.093  0.117
H: 0.724 0.934 1.371  0.100
H: 0.260 2.326 0.281  0.085
H: 2.179 -2.468 -0.839  0.056
H: 3.238 -0.954 -1.115  0.060
H: -1.359 1.810 1.508  0.038
H: -1.736 0.119 1.627  0.036
H: -2.353 1.112 0.254  0.038

Force components x, y, z for each atom (eV/Å):
0.6 0.0 0.1
0.4 0.0 -0.2
0.2 -0.2 0.0
-0.3 -0.3 0.1
-0.2 0.1 0.1
-0.3 0.4 0.0
-0.3 0.0 -0.1
0.1 0.1 0.1
0.0 0.0 0.1
0.0 0.0 0.0
0.0 0.0 0.0
0.0 0.0 0.0
0.0 0.0 0.0
0.0 0.0 0.0
0.0 0.0 0.0
0.0 0.0 0.0

11.
Entry from the Open Molecules 2025 dataset: one molecule with the formula C5H9NO in a non-equilibrium geometry (ωB97M-V/def2-TZVPD).

## Properties
* LUMO: 0.83 eV
* E_tot: -325.8297 hartree
* SMILES: CC(=O)C[C@H]1CN1
* energy relative to the best compared isomer or geometry (same formula, charge and spin): 2.934 eV
* frontier orbital gap: 10.438 eV
* E_HOMO: -9.61 eV

Each line ends with the Löwdin charge.
CARTESIAN COORDINATES (ANGSTROEM)
C: -1.788 -0.557 -0.440  -0.048
C: -1.135 0.565 0.356  -0.399
O: -1.362 1.700 -0.081  0.059
C: -0.035 -0.052 1.267  -0.083
C: 1.228 -0.216 0.428  -0.368
C: 1.359 0.096 -1.021  -0.141
N: 2.066 0.914 0.028  0.044
H: -2.319 -0.152 -1.313  0.083
H: -2.586 -1.132 0.103  0.098
H: -1.128 -1.281 -0.905  0.076
H: 0.251 0.660 2.025  0.108
H: -0.130 -1.032 1.780  0.130
H: 1.870 -1.071 0.692  0.136
H: 0.498 0.587 -1.510  0.102
H: 1.857 -0.683 -1.621  0.106
H: 1.354 1.655 0.211  0.096

Force components x, y, z for each atom (eV/Å):
-2.1 -0.5 -0.5
-0.5 -1.2 -2.6
1.4 -1.5 2.5
0.9 1.5 0.2
0.9 -1.3 -0.7
-0.9 -0.1 0.2
-1.6 0.2 -0.2
0.1 0.3 0.4
0.9 0.5 0.0
0.6 -0.1 0.6
-0.1 0.3 0.6
-1.1 0.7 -0.6
-0.6 0.3 0.3
0.7 -0.3 0.2
0.3 1.0 0.3
1.2 0.2 -0.5

12.
Entry from the Open Molecules 2025 dataset: one molecule with the formula C5H9NO in a non-equilibrium geometry (ωB97M-V/def2-TZVPD).

## Properties
* LUMO: 0.88 eV
* E_tot: -325.8958 hartree
* SMILES: C[C@H]1CN(C)C1=O
* energy relative to the best compared isomer or geometry (same formula, charge and spin): 1.136 eV
* frontier orbital gap: 10.133 eV
* E_HOMO: -9.26 eV

Each line ends with the Löwdin charge.
CARTESIAN COORDINATES (ANGSTROEM)
C: 2.144 -0.519 0.229  -0.062
C: 1.098 0.505 -0.153  -0.233
C: -0.009 0.006 -1.125  -0.099
N: -0.926 0.153 -0.025  -0.119
C: -2.298 -0.183 0.156  -0.026
C: -0.031 0.610 0.882  -0.453
O: -0.140 0.887 2.057  0.077
H: 1.665 -1.476 0.473  0.089
H: 2.694 -0.184 1.112  0.084
H: 2.846 -0.684 -0.592  0.078
H: 1.527 1.472 -0.423  0.142
H: -0.219 0.644 -1.994  0.117
H: 0.050 -1.043 -1.435  0.120
H: -2.747 0.805 0.243  0.095
H: -2.696 -0.714 -0.712  0.090
H: -2.391 -0.845 1.028  0.100

Force components x, y, z for each atom (eV/Å):
0.1 -0.1 0.0
0.3 0.1 0.0
0.1 -0.1 -0.2
0.1 -0.2 0.2
-0.1 0.2 -0.1
0.0 -0.1 0.1
0.1 0.0 -0.4
0.1 0.1 0.0
0.0 -0.1 -0.1
0.0 0.0 0.1
0.0 -0.1 0.0
0.0 -0.1 0.2
0.4 0.1 -0.1
-1.1 -0.4 0.4
0.1 0.2 0.0
-0.3 0.5 -0.1